1.
Entry from the OMol25 dataset: C5H10O2 in the gas phase (ωB97M-V/def2-TZVPD).

Each line ends with the Löwdin charge.
Geometry (Å):
1 O 1.8344 -0.0497 1.2871  -0.0680
2 C 1.8729 -0.4088 -0.0842  -0.2678
3 C 0.4640 -0.8283 -0.4652  -0.1654
4 C -0.5315 0.3211 -0.4884  -0.2604
5 C -2.0141 -0.0697 -0.5858  -0.1618
6 O -2.3419 0.6428 0.6115  -0.1118
7 C -0.9586 0.9572 0.8474  -0.1493
8 H 2.6425 0.4201 1.5167  0.0907
9 H 2.5752 -1.2394 -0.2578  0.1144
10 H 2.2022 0.4377 -0.7085  0.1205
11 H 0.1383 -1.5764 0.2695  0.1275
12 H 0.4751 -1.3229 -1.4459  0.1235
13 H -0.2366 1.0683 -1.2351  0.1419
14 H -2.1904 -1.1509 -0.4827  0.1189
15 H -2.5702 0.3012 -1.4552  0.1163
16 H -0.7996 2.0389 0.9390  0.1191
17 H -0.5619 0.4587 1.7376  0.1116

Output
- charge = 0
- gap between HOMO and LUMO (eV) = 10.205
- energy above the lowest of the compared OMol25 structures with the same formula, charge and spin (kcal/mol) = 54.0
- multiplicity = 1
- SMILES = OCCC1COC1
- LUMO energy (eV) = 0.83
- E_HOMO (eV) = -9.4

2.
Entry from the OMol25 dataset: 2 unconnected molecules or ions with the total composition C5H10O2 (ωB97M-V/def2-TZVPD).

Each line ends with the Löwdin charge.
Geometry (Å):
1 C 0.7233 1.7131 0.3573  -0.0815
2 C 1.6062 0.4920 0.4405  -0.1474
3 C -0.8605 -1.4510 0.7360  -0.2345
4 O -1.9078 -0.8386 0.8010  0.0307
5 C 0.1083 -1.4309 -0.4243  -0.1498
6 C 1.4015 -0.7760 0.0567  -0.1139
7 O -1.8451 0.7513 -1.5320  -0.0814
8 H 1.1794 2.4078 -0.3603  0.0827
9 H 0.6676 2.2640 1.3072  0.0802
10 H -0.2839 1.5063 -0.0059  0.0370
11 H 2.6024 0.7045 0.8342  0.0969
12 H -0.5426 -2.0621 1.6039  0.1303
13 H -2.0591 0.2421 -0.7281  -0.0027
14 H 0.3176 -2.4807 -0.6735  0.1170
15 H -0.3515 -0.9529 -1.2971  0.1029
16 H 2.2531 -1.4532 0.1450  0.0963
17 H -1.9361 1.6733 -1.2658  0.0373

Output
- charge = 0
- gap between HOMO and LUMO (eV) = 10.530
- energy above the lowest of the compared OMol25 structures with the same formula, charge and spin (kcal/mol) = 43.2
- multiplicity = 1
- SMILES = C/C=C\CC=O.O
- LUMO energy (eV) = 0.94
- E_HOMO (eV) = -9.6

3.
Entry from the OMol25 dataset: C5H10O2 in the gas phase (ωB97M-V/def2-TZVPD).

Each line ends with the Löwdin charge.
Geometry (Å):
1 C 2.2148 0.4812 -0.6200  -0.0297
2 C 1.0099 -0.3574 -0.2207  -0.3528
3 C 0.6141 -0.2656 1.2761  -0.1314
4 O -0.7806 -0.0255 1.2640  -0.0612
5 C -1.2055 -0.3383 -0.0440  -0.4513
6 C -2.5187 0.3330 -0.3498  -0.0012
7 O -0.1657 0.0914 -0.8848  -0.0369
8 H 2.7420 0.0599 -1.4795  0.0772
9 H 2.9232 0.5484 0.2107  0.0791
10 H 1.8857 1.4921 -0.8762  0.0902
11 H 1.1763 -1.4149 -0.4818  0.1444
12 H 1.1100 0.5627 1.7938  0.1244
13 H 0.8436 -1.2005 1.8061  0.1250
14 H -1.3041 -1.4371 -0.1368  0.1584
15 H -2.4203 1.4202 -0.3049  0.0912
16 H -2.8678 0.0390 -1.3432  0.0864
17 H -3.2568 0.0114 0.3910  0.0882

Output
- charge = 0
- gap between HOMO and LUMO (eV) = 11.164
- energy above the lowest of the compared OMol25 structures with the same formula, charge and spin (kcal/mol) = 30.0
- multiplicity = 1
- SMILES = C[C@@H]1OC[C@H](C)O1
- LUMO energy (eV) = 1.15
- E_HOMO (eV) = -10.0

4.
Entry from the OMol25 dataset: 2 unconnected molecules or ions with the total composition C5H10O2 (ωB97M-V/def2-TZVPD).

Each line ends with the Löwdin charge.
Geometry (Å):
1 O -1.5077 1.0470 -1.8982  -0.0579
2 C 0.1175 1.9434 0.9373  0.0574
3 C 0.1434 0.6430 0.6553  -0.3961
4 C 1.3081 -0.2234 0.2374  -0.1139
5 C 0.6122 -1.4240 -0.4116  -0.1518
6 C -0.6983 -1.4762 0.3688  -0.1617
7 O -1.0006 -0.1122 0.6931  -0.0825
8 H -1.8096 0.8113 -1.0095  0.0198
9 H -0.8030 2.4241 1.2521  0.0704
10 H 1.0231 2.5368 0.8882  0.0636
11 H -0.7054 1.5498 -1.7114  0.0260
12 H 1.8740 -0.5314 1.1251  0.1251
13 H 1.9941 0.3024 -0.4315  0.1224
14 H 1.1843 -2.3523 -0.3309  0.1145
15 H 0.4037 -1.2199 -1.4664  0.1134
16 H -0.5973 -2.0410 1.3045  0.1248
17 H -1.5385 -1.8774 -0.2023  0.1267

Output
- charge = 0
- gap between HOMO and LUMO (eV) = 9.861
- energy above the lowest of the compared OMol25 structures with the same formula, charge and spin (kcal/mol) = 35.0
- multiplicity = 1
- SMILES = C=C1CCCO1.O
- LUMO energy (eV) = 0.90
- E_HOMO (eV) = -9.0